(1)
Density functional theory data (ωB97M-V with the def2-TZVPD basis set) for a structure of composition C2H10N4O in a non-equilibrium geometry.

CARTESIAN COORDINATES (ANGSTROEM)
C: -1.609 1.142 0.595
N: -0.488 0.265 0.869
H: 0.250 0.733 1.398
H: 1.360 -1.478 1.235
H: -2.104 1.341 1.543
H: -2.300 0.612 -0.060
H: -1.334 2.103 0.141
N: 0.132 -0.312 -0.248
N: -0.717 -1.337 -0.754
N: 0.518 0.517 -1.305
C: 1.763 -0.824 0.435
O: 2.308 0.249 0.713
H: -0.823 -2.031 -0.018
H: -0.188 1.210 -1.537
H: -0.241 -1.757 -1.548
H: 1.386 0.972 -1.008
H: 2.088 -1.407 -0.452

Its maximum force is 1.02 eV/A. As for the energy above the lowest of the compared OMol25 structures with the same formula, charge and spin: 104.74 kcal/mol. Its net charge is 0. As for the total energy: -376.334541 Eh. The calculation puts the HOMO-LUMO gap at 9.65 eV.

Results of the Löwdin charge analysis, in e, for atoms 1 through 2:
1 C -0.11
2 N -0.06

---

(2)
Density functional theory data (ωB97M-V with the def2-TZVPD basis set) for a cluster of 2 separate species, C13H29ClNO5S2 in total.

CARTESIAN COORDINATES (ANGSTROEM)
C: -0.914 0.888 4.212
O: -1.084 -0.392 4.819
S: -1.728 -1.531 3.880
O: -2.190 -2.539 4.791
O: -0.283 -2.032 3.297
C: -0.337 -2.696 2.026
C: 0.749 -3.751 1.979
C: 2.189 -3.245 1.921
C: 2.501 -2.439 0.656
S: 3.946 -2.975 -0.224
O: 4.231 -2.012 -1.242
O: 3.832 -4.363 -0.523
Cl: 5.371 -2.770 1.207
H: -1.838 1.224 3.734
H: -0.097 0.871 3.486
H: -0.657 1.568 5.021
H: -1.304 -3.188 1.883
H: -0.248 -1.943 1.232
H: 0.558 -4.401 1.119
H: 0.633 -4.371 2.870
H: 2.832 -4.128 1.944
H: 2.442 -2.659 2.805
H: 2.648 -1.373 0.826
H: 1.731 -2.572 -0.114
C: 0.393 0.700 -0.022
C: -0.446 0.087 -1.140
C: -0.278 0.677 -2.532
N: -0.922 2.019 -2.842
C: -0.847 2.190 -4.326
C: -2.363 2.091 -2.386
C: -2.327 2.723 -1.007
C: -1.175 3.732 -1.092
C: -0.217 3.184 -2.154
H: 0.224 1.767 0.117
H: 0.167 0.213 0.926
H: 1.457 0.556 -0.219
H: -1.500 0.043 -0.861
H: -0.148 -0.957 -1.263
H: -0.704 -0.012 -3.261
H: 0.778 0.805 -2.772
H: -1.421 1.400 -4.804
H: 0.194 2.134 -4.636
H: -1.262 3.160 -4.588
H: -2.884 2.733 -3.094
H: -2.797 1.094 -2.431
H: -2.139 1.979 -0.235
H: -3.277 3.198 -0.775
H: -0.676 3.859 -0.133
H: -1.540 4.712 -1.395
H: 0.727 2.820 -1.759
H: 0.000 3.924 -2.920

Its maximum force is 0.33 eV/A. Its net charge is +1. As for the total energy: -2199.973230 Eh. The calculation puts the HOMO-LUMO gap at 9.63 eV.

Results of the Löwdin charge analysis, in e, for atoms 1 through 2:
1 C -0.13
2 O -0.36

---

(3)
Density functional theory data (ωB97M-V with the def2-TZVPD basis set) for a cluster of 2 separate species, C4H12NO3P in total in a non-equilibrium geometry.

CARTESIAN COORDINATES (ANGSTROEM)
C: 1.249 -0.105 -1.002
C: 0.560 -2.382 -0.360
C: -0.167 2.353 2.487
C: 0.040 -0.982 -0.531
N: -1.183 -0.890 -1.313
O: -1.960 -0.863 1.316
O: 0.309 -1.082 2.290
O: -0.702 2.002 1.263
P: -0.459 -0.570 1.213
H: 1.073 0.039 -2.007
H: 2.197 -0.629 -0.900
H: 1.230 0.852 -0.566
H: -0.050 -2.980 0.320
H: 0.959 -2.653 -1.325
H: 1.462 -2.430 0.210
H: -0.046 3.481 2.613
H: 0.749 1.671 2.656
H: -0.940 2.051 3.216
H: -2.541 -0.715 0.491
H: -1.274 -1.691 -1.918
H: -1.380 -0.133 -1.968

Its maximum force is 4.85 eV/A. As for the energy above the lowest of the compared OMol25 structures with the same formula, charge and spin: 72.53 kcal/mol. Its net charge is 0. As for the total energy: -781.354628 Eh. The calculation puts the HOMO-LUMO gap (alpha / beta) at 7.96 / 7.96 eV.

Results of the Löwdin charge analysis, in e, for atoms 1 through 2:
1 C -0.02
2 C -0.09

---

(4)
Density functional theory data (ωB97M-V with the def2-TZVPD basis set) for a structure of composition C26H36MgN6Si.

CARTESIAN COORDINATES (ANGSTROEM)
Mg: 0.702 0.138 0.867
C: 3.669 -1.000 1.551
C: 3.758 0.470 1.118
N: 2.573 1.189 1.582
C: 2.544 1.468 3.021
C: 1.150 1.166 3.580
N: 0.683 -0.126 3.072
C: 1.368 -1.308 3.608
C: 1.774 -2.268 2.475
N: 2.308 -1.499 1.357
H: 3.927 -1.090 2.609
H: 4.410 -1.581 0.996
H: 3.770 0.499 0.032
H: 4.696 0.910 1.481
H: 2.429 2.045 1.055
H: 2.808 2.504 3.251
H: 3.285 0.839 3.516
H: 0.457 1.923 3.206
H: 1.169 1.215 4.676
H: -0.319 -0.190 3.218
H: 0.751 -1.848 4.330
H: 2.263 -0.982 4.142
H: 0.891 -2.795 2.124
H: 2.483 -3.010 2.864
H: 2.226 -2.016 0.489
N: -3.415 -4.014 -7.532
C: -2.918 -3.578 -6.592
C: -2.295 -3.039 -5.421
C: -2.942 -2.053 -4.676
C: -2.341 -1.550 -3.537
C: -1.092 -2.013 -3.133
C: -0.445 -2.985 -3.889
C: -1.042 -3.503 -5.024
C: -0.454 -1.462 -1.903
C: -1.008 -1.891 -0.690
C: -2.111 -2.788 -0.569
C: -2.399 -2.877 0.772
C: -1.464 -2.044 1.420
N: -0.624 -1.463 0.572
C: 0.570 -0.537 -2.119
C: 0.885 0.012 -3.400
C: 1.829 0.983 -3.188
C: 2.072 0.983 -1.798
N: 1.346 0.083 -1.148
H: -3.907 -1.685 -4.997
H: -2.833 -0.784 -2.951
H: 0.533 -3.334 -3.583
H: -0.544 -4.263 -5.611
H: -2.616 -3.291 -1.377
H: -3.179 -3.452 1.245
H: -1.400 -1.887 2.490
H: 0.425 -0.267 -4.334
H: 2.297 1.627 -3.916
H: 2.755 1.651 -1.289
C: -0.614 4.625 1.671
Si: -1.675 3.191 1.003
C: -2.736 3.923 -0.400
C: -2.871 2.781 2.422
C: -0.660 1.779 0.374
H: -1.238 5.509 1.825
H: 0.185 4.900 0.977
H: -0.153 4.375 2.631
H: -3.328 4.788 -0.088
H: -3.427 3.170 -0.789
H: -2.101 4.237 -1.233
H: -3.559 3.615 2.578
H: -2.338 2.613 3.362
H: -3.468 1.890 2.212
H: -0.083 2.241 -0.444
H: -1.392 1.134 -0.143

Its maximum force is 0.67 eV/A. Its net charge is 0. As for the total energy: -1830.546626 Eh. The calculation puts the HOMO-LUMO gap at 6.64 eV.

Results of the Löwdin charge analysis, in e, for atoms 1 through 2:
1 Mg 0.47
2 C -0.17